<a>
Density functional theory data (ωB97M-V/def2-TZVPD) for an isolated molecule of CH4N2.

ORCA input file:
```
! wB97M-V def2-TZVPD RIJCOSX def2/J DEFGRID3
* xyz 0 1
H 1.2410 1.1308 -0.1805
N 0.8712 0.6871 0.6100
C -0.1160 -0.1186 0.4278
N -0.6100 -0.5339 -0.7801
H -0.4186 -0.6155 1.3337
H -1.4412 -1.0890 -0.9186
H -0.5138 0.2128 -1.6102
*
```

## Properties
Highest occupied orbital energy (eV): -9.4
SMILES: [H]/N=C\N
Orbital gap (eV): 10.376

Results of the natural (NBO) charge analysis, in e, for atoms 1 through 6: H 0.32; N -0.71; C 0.27; N -0.84; H 0.17; H 0.39


<b>
Density functional theory data (ωB97M-V/def2-TZVPD) for CH4N2 as an isolated structure.

ORCA input file:
```
! wB97M-V def2-TZVPD RIJCOSX def2/J DEFGRID3
* xyz 0 1
N 1.5179 0.3707 -0.0421
C 0.2215 -0.2636 0.2579
N -1.3168 -0.2164 0.1712
H -0.4404 -0.6897 -0.6206
H 1.4283 0.9825 -0.8445
H 0.2528 -0.8695 1.1447
H -1.6632 0.6860 -0.0665
*
```

## Properties
Highest occupied orbital energy (eV): -9.6
Orbital gap (eV): 8.990

Results of the natural (NBO) charge analysis, in e, for atoms 1 through 6: N -0.59; C 0.00; N -0.65; H 0.38; H 0.32; H 0.19


Most stable structure, least stable structure: <a>, <b>.


<a>
Density functional theory data (ωB97M-V/def2-TZVPD) for a 2-piece molecular cluster, C9H11O2 overall.

ORCA input file:
```
! wB97M-V def2-TZVPD RIJCOSX def2/J DEFGRID3
* xyz -2 2
C 0.9616 3.9799 -0.3387
C 0.7729 2.4699 -0.7515
O 1.2720 1.6604 0.0714
O 0.0631 2.2499 -1.7408
H 0.9482 4.5025 -1.2990
H 1.8922 4.1875 0.1654
H 0.0385 4.1734 0.2070
C 0.5230 -0.8177 2.0975
C 0.4886 -1.0362 -0.4671
C -0.0754 -1.2884 0.8040
C -0.1175 -1.5453 -1.5980
C -1.2025 -2.0635 0.9167
C -1.2585 -2.3457 -1.4739
C -1.8149 -2.5997 -0.2484
H 1.2694 -0.2729 -0.6034
H 0.4937 -1.4128 -2.4820
H 1.5602 -1.0768 2.3334
H -0.0701 -0.9317 3.0006
H -1.6245 -2.4381 1.8465
H -1.8366 -2.6614 -2.3460
H -2.7984 -3.0260 -0.1324
H 0.5152 0.2925 2.0386
*
```

## Properties
Highest occupied orbital energy (alpha / beta) (eV): 3.9 / -1.7
Orbital gap (alpha / beta) (eV): 2.329 / 7.925

Results of the natural (NBO) charge analysis, in e, for atoms 1 through 6: C -0.76; C 0.78; O -0.81; O -0.77; H 0.19; H 0.19


<b>
Density functional theory data (ωB97M-V/def2-TZVPD) for a 2-piece molecular cluster, C9H11O2 overall.

ORCA input file:
```
! wB97M-V def2-TZVPD RIJCOSX def2/J DEFGRID3
* xyz -2 2
C 0.3287 0.3932 -0.8427
C -2.2189 0.6111 -0.5046
C -1.1114 -0.2014 -0.9278
C -3.5137 0.0619 -0.4163
C -3.6840 -1.2234 -0.7815
C -1.3985 -1.5283 -1.3539
C -2.6733 -1.9920 -1.3213
H -1.7408 1.5397 -0.1581
H -4.3733 0.7685 -0.1408
H 0.3756 1.2198 -1.5680
H 0.9903 -0.4567 -0.9991
H -4.6753 -1.6818 -0.9019
H -0.4667 -2.0096 -1.8671
H -2.8490 -3.0599 -1.5271
H 0.5358 0.7834 0.1077
C 2.7837 2.0159 1.9980
C 3.1986 0.6691 1.2788
O 4.4147 0.5173 1.2830
O 2.2773 -0.0971 0.9077
H 1.8361 1.7942 2.5105
H 3.1352 2.7725 1.3418
H 3.4287 2.1316 2.9041
*
```

## Properties
Highest occupied orbital energy (alpha / beta) (eV): 3.8 / -0.9
Orbital gap (alpha / beta) (eV): 2.618 / 7.236

Results of the natural (NBO) charge analysis, in e, for atoms 1 through 6: C -0.64; C -0.49; C 0.02; C -0.31; C -0.27; C -0.31


Most stable structure, least stable structure: <a>, <b>.